1.
Computed, not measured: an isolated molecule of C5H8O, with ωB97M-V with the def2-TZVPD basis set.

As for the total energy: -270.511294 Eh. As for the multiplicity: 1. The max |F| comes out at 0.0107 Eh/bohr. The value obtained for the HOMO-LUMO gap is 10.9 eV. The structure (SMILES) is C[C@H]1C[C@H]1C=O. Its LUMO energy is 0.038 Ha. The relative energy (zero: lowest compared OMol25 entry of this formula, charge and spin) comes out at 122.3 kJ/mol.

Positions of all 14 atoms, in Å:
1 C 0.647 -0.233 1.559
2 C 0.586 -0.654 0.108
3 C -0.590 -0.996 -0.729
4 C 0.128 0.315 -0.988
5 C -0.761 1.477 -0.701
6 O -1.752 1.424 -0.003
7 H -0.084 0.543 1.793
8 H 0.505 -1.069 2.253
9 H 1.651 0.172 1.738
10 H 1.459 -1.239 -0.181
11 H -1.586 -0.838 -0.328
12 H -0.487 -1.786 -1.465
13 H 0.801 0.461 -1.829
14 H -0.519 2.422 -1.226

=====

2.
Computed, not measured: a structure of composition C5H8O, with ωB97M-V with the def2-TZVPD basis set.

As for the total energy: -270.407284 Eh. As for the multiplicity: 1. The max |F| comes out at 0.0650 Eh/bohr. The value obtained for the HOMO-LUMO gap is 9.2 eV. Its LUMO energy is 0.016 Ha. The relative energy (zero: lowest compared OMol25 entry of this formula, charge and spin) comes out at 395.4 kJ/mol.

Positions of all 14 atoms, in Å:
1 C 1.697 0.722 -0.481
2 C 0.504 -0.136 -0.139
3 C -2.046 -0.016 0.141
4 C -0.756 0.595 -0.004
5 C 0.622 -1.451 0.096
6 O -2.250 -1.132 0.775
7 H -1.462 0.308 1.328
8 H -2.901 0.662 -0.026
9 H -0.798 1.559 -0.506
10 H 2.615 0.137 -0.484
11 H 1.816 1.535 0.239
12 H 1.572 1.176 -1.467
13 H -0.205 -2.033 0.470
14 H 1.592 -1.927 0.057

=====

3.
Computed, not measured: a structure of composition C5H8O, with ωB97M-V with the def2-TZVPD basis set.

As for the total energy: -270.373549 Eh. As for the multiplicity: 1. The max |F| comes out at 0.0125 Eh/bohr. The value obtained for the HOMO-LUMO gap is 9.8 eV. Its LUMO energy is 0.030 Ha. The relative energy (zero: lowest compared OMol25 entry of this formula, charge and spin) comes out at 484.0 kJ/mol.

Positions of all 14 atoms, in Å:
1 C 1.537 0.393 0.554
2 C 0.358 0.374 -0.409
3 C -0.237 -0.989 -0.868
4 C -1.649 -0.552 -0.449
5 O -1.282 -0.102 1.296
6 C -1.041 0.708 0.134
7 H 1.328 -0.237 1.425
8 H 1.744 1.411 0.909
9 H 2.446 0.014 0.068
10 H 0.565 1.005 -1.285
11 H 0.139 -1.905 -0.396
12 H -0.215 -1.138 -1.957
13 H -2.141 -0.653 0.951
14 H -1.474 1.712 0.187

=====

4.
Computed, not measured: an isolated molecule of C5H8O, with ωB97M-V with the def2-TZVPD basis set.

As for the total energy: -270.500679 Eh. As for the multiplicity: 1. The max |F| comes out at 0.0112 Eh/bohr. The value obtained for the HOMO-LUMO gap is 10.7 eV. The structure (SMILES) is C[C@H]1C[C@H]1C=O. Its LUMO energy is 0.039 Ha. The relative energy (zero: lowest compared OMol25 entry of this formula, charge and spin) comes out at 150.2 kJ/mol.

Positions of all 14 atoms, in Å:
1 C -1.435 -0.935 -0.444
2 C -0.549 0.266 -0.691
3 C -0.112 1.061 0.495
4 C 0.923 0.355 -0.368
5 C 1.745 -0.376 0.615
6 O 2.848 0.018 0.923
7 H -1.004 -1.611 0.301
8 H -2.402 -0.588 -0.064
9 H -1.622 -1.512 -1.355
10 H -0.803 0.821 -1.594
11 H -0.353 0.562 1.433
12 H 0.016 2.130 0.594
13 H 1.500 1.006 -1.020
14 H 1.246 -1.196 1.175

=====

5.
Computed, not measured: a cluster of 2 separate species, C5H8O in total, with ωB97M-V with the def2-TZVPD basis set.

As for the total energy: -270.419676 Eh. As for the multiplicity: 1. The max |F| comes out at 0.0067 Eh/bohr. The value obtained for the HOMO-LUMO gap is 9.1 eV. The structure (SMILES) is CC=C=C=CO.[H][H]. Its LUMO energy is 0.035 Ha. The relative energy (zero: lowest compared OMol25 entry of this formula, charge and spin) comes out at 362.9 kJ/mol.

Positions of all 14 atoms, in Å:
1 C 1.133 1.929 -0.924
2 C 1.415 0.460 -1.089
3 C 0.794 -0.509 -0.452
4 C 0.211 -1.457 0.167
5 C -0.356 -2.459 0.810
6 O -1.349 -2.366 1.733
7 H 1.957 2.423 -0.394
8 H 1.036 2.418 -1.900
9 H 0.213 2.100 -0.358
10 H 2.214 0.182 -1.776
11 H -0.063 -3.493 0.652
12 H -1.560 -1.431 1.865
13 H -2.278 0.941 0.232
14 H -2.099 0.219 0.249

=====

6.
Computed, not measured: an isolated molecule of C5H8O, with ωB97M-V with the def2-TZVPD basis set.

As for the total energy: -270.483144 Eh. As for the multiplicity: 1. The max |F| comes out at 0.0096 Eh/bohr. The value obtained for the HOMO-LUMO gap is 11.1 eV. The structure (SMILES) is C#C[C@@H](C)CO. Its LUMO energy is 0.038 Ha. The relative energy (zero: lowest compared OMol25 entry of this formula, charge and spin) comes out at 196.3 kJ/mol.

Positions of all 14 atoms, in Å:
1 C -1.512 1.933 0.145
2 C -0.677 1.104 -0.117
3 C 0.299 0.046 -0.417
4 C 1.637 0.302 0.282
5 C -0.283 -1.317 -0.008
6 O -1.551 -1.558 -0.563
7 H -2.236 2.681 0.383
8 H 0.452 0.027 -1.503
9 H 1.503 0.349 1.368
10 H 2.072 1.249 -0.046
11 H 2.347 -0.500 0.055
12 H 0.371 -2.113 -0.380
13 H -0.302 -1.380 1.093
14 H -2.120 -0.823 -0.293

=====

7.
Computed, not measured: a structure of composition C5H8O, with ωB97M-V with the def2-TZVPD basis set.

As for the total energy: -270.343533 Eh. As for the multiplicity: 1. The max |F| comes out at 0.0072 Eh/bohr. The value obtained for the HOMO-LUMO gap is 8.6 eV. Its LUMO energy is 0.007 Ha. The relative energy (zero: lowest compared OMol25 entry of this formula, charge and spin) comes out at 562.8 kJ/mol.

Positions of all 14 atoms, in Å:
1 C -0.840 0.659 -1.102
2 C -0.621 -0.684 -0.399
3 C 0.673 -1.016 0.211
4 C 0.869 0.015 1.274
5 O -0.154 1.020 1.200
6 C -1.143 0.552 0.337
7 H 0.041 1.219 -1.399
8 H -1.662 0.665 -1.812
9 H -1.264 -1.497 -0.727
10 H 1.940 -0.409 -1.138
11 H 1.726 -1.081 -0.689
12 H 1.858 0.481 1.300
13 H 0.735 -0.532 2.221
14 H -2.158 0.607 0.723

=====

8.
Computed, not measured: a cluster of 2 separate species, C5H8O in total, with ωB97M-V with the def2-TZVPD basis set.

As for the total energy: -270.457682 Eh. As for the multiplicity: 1. The max |F| comes out at 0.0102 Eh/bohr. The value obtained for the HOMO-LUMO gap is 10.5 eV. The structure (SMILES) is C=C=CC.C=O. Its LUMO energy is 0.033 Ha. The relative energy (zero: lowest compared OMol25 entry of this formula, charge and spin) comes out at 263.1 kJ/mol.

Positions of all 14 atoms, in Å:
1 C 0.309 0.350 -2.095
2 C -0.231 0.548 -0.922
3 C -0.713 0.738 0.281
4 C -1.828 -0.050 0.910
5 H -0.034 0.867 -2.986
6 H 1.171 -0.306 -2.204
7 H -0.280 1.530 0.886
8 H -2.589 0.609 1.335
9 H -2.305 -0.702 0.180
10 H -1.463 -0.666 1.738
11 C 1.985 -0.726 0.720
12 O 2.805 -0.688 -0.162
13 H 1.259 -1.556 0.810
14 H 1.912 0.051 1.510

=====

9.
Computed, not measured: an isolated molecule of C5H8O, with ωB97M-V with the def2-TZVPD basis set.

As for the total energy: -270.444864 Eh. As for the multiplicity: 1. The max |F| comes out at 0.0861 Eh/bohr. The value obtained for the HOMO-LUMO gap is 9.6 eV. Its LUMO energy is 0.023 Ha. The relative energy (zero: lowest compared OMol25 entry of this formula, charge and spin) comes out at 296.8 kJ/mol.

Positions of all 14 atoms, in Å:
1 O 2.426 -0.033 -0.842
2 C 1.240 -0.230 -0.677
3 C 0.747 -0.687 0.797
4 C -0.273 0.379 1.145
5 C -1.234 0.442 0.045
6 C 0.086 0.091 -1.565
7 H 0.284 -1.683 0.719
8 H 1.616 -0.728 1.464
9 H -1.249 0.243 1.750
10 H 0.203 1.329 1.420
11 H -1.868 1.336 0.070
12 H -1.797 -0.497 -0.026
13 H -0.543 -0.727 -1.898
14 H 0.363 0.766 -2.403

=====

10.
Computed, not measured: an isolated molecule of C5H8O, with ωB97M-V with the def2-TZVPD basis set.

As for the total energy: -270.381182 Eh. As for the multiplicity: 1. The max |F| comes out at 0.0161 Eh/bohr. The value obtained for the HOMO-LUMO gap is 8.7 eV. Its LUMO energy is 0.003 Ha. The relative energy (zero: lowest compared OMol25 entry of this formula, charge and spin) comes out at 464.0 kJ/mol.

Positions of all 14 atoms, in Å:
1 O 0.702 -2.216 0.060
2 C 0.288 -1.491 0.939
3 C -0.582 -0.264 0.710
4 C -1.455 -0.255 -0.540
5 C 0.433 0.862 -1.124
6 C 0.330 0.957 0.401
7 H 0.553 -1.684 2.005
8 H -1.186 -0.085 1.612
9 H -1.217 -1.169 -1.121
10 H -0.688 0.693 -1.425
11 H 1.056 0.034 -1.471
12 H 0.683 1.790 -1.652
13 H 1.293 0.959 0.929
14 H -0.210 1.870 0.675